1.
{"formula": "C4H7NO", "method": "wB97M-V/def2-TZVPD", "symbols": ["O", "C", "C", "C", "N", "C", "H", "H", "H", "H", "H", "H", "H"], "positions_angstrom": [[1.845, 0.677, 0.509], [0.932, 0.226, -0.463], [0.282, -1.187, -0.407], [-1.157, -0.571, -0.678], [-1.194, 0.330, 0.713], [-0.466, 0.774, -0.482], [1.364, 0.746, 1.343], [1.407, 0.404, -1.432], [0.416, -1.726, 0.541], [0.608, -1.859, -1.208], [-0.801, -0.154, 1.502], [-2.014, 0.877, 0.939], [-0.799, 1.745, -0.843]], "lowdin_charge": [-0.02, -0.36, -0.15, -0.06, 0.05, -0.29, 0.08, 0.15, 0.10, 0.10, 0.12, 0.14, 0.13], "charge": 0, "gap_ev": 8.33, "multiplicity": 1}


2.
{"formula": "C5H6N5O2", "method": "wB97M-V/def2-TZVPD", "symbols": ["C", "C", "C", "C", "C", "N", "N", "N", "N", "N", "O", "O", "H", "H", "H", "H", "H", "H"], "positions_angstrom": [[4.072, 0.217, -0.614], [-3.603, 1.166, -0.622], [0.899, -0.986, 0.120], [2.097, 1.674, 0.182], [3.009, 0.825, -0.143], [5.031, -0.392, -0.870], [-4.483, 1.978, -0.683], [0.237, 0.114, 0.397], [0.375, -2.155, 0.315], [-0.960, -2.461, 0.524], [-2.672, 0.461, -0.498], [0.798, 1.359, 0.452], [2.130, 2.757, 0.105], [-4.962, 2.641, -1.271], [-0.672, 0.415, 0.291], [1.027, -2.928, 0.373], [-0.898, -3.083, 1.346], [-1.424, -1.604, 0.597]], "lowdin_charge": [-0.19, -0.37, 0.03, -0.05, 0.11, 0.27, 0.23, 0.06, -0.05, 0.12, 0.10, 0.00, 0.17, 0.11, 0.10, 0.17, 0.14, 0.05], "charge": 1, "gap_ev": [6.04, 6.82], "multiplicity": 1}


The records above give, respectively, E values of -286.4460, -617.8368 a.u..
The records above give, respectively, relative energy (zero: lowest compared OMol25 entry of this formula, charge and spin) values of 116.5, 191.9 kcal per mole.